[1]
Molecular formula: C43H48N3O
Method: DFT, ωB97M-V/def2-TZVPD

Geometry (Å):
C (-0.61876, -4.37196, 3.86383)
N (-6.33974, -1.95324, -0.36693)
C (-3.08624, 2.84047, 2.35968)
C (4.85273, 3.42016, 3.45625)
H (-4.10548, 4.73955, 2.30830)
H (-5.82008, 1.70424, 4.87863)
C (-2.03987, 0.54477, 2.45967)
H (-4.51237, -4.55122, -2.55566)
H (-2.25901, 3.16769, 1.72144)
H (0.97675, -4.54433, 5.38024)
H (-5.99964, -3.61202, -2.41888)
H (-5.22320, 1.81867, 1.52242)
H (2.74493, -0.83862, 3.24453)
H (-5.88303, 4.01072, 3.92472)
C (-4.08687, 1.12068, 3.75022)
C (2.18418, 0.03477, 3.63471)
C (-7.39307, 1.58938, 1.39745)
H (-9.47628, 1.08799, 1.15637)
H (1.95439, -0.16664, 4.69271)
C (-3.07999, 1.50948, 2.84461)
C (-2.69951, 3.81475, -1.32233)
H (-1.72511, -2.58702, 4.35503)
H (-2.42582, -3.86479, -1.59124)
C (-1.15565, -2.97998, 3.50681)
C (-4.24145, -2.69920, -1.49687)
C (-5.06965, 2.02247, 4.14745)
C (-3.27688, -0.08395, 0.30226)
H (-5.36977, -4.50811, -0.99982)
C (0.81604, -3.20260, 1.12139)
C (-1.51855, -0.28471, 3.42043)
H (-1.81375, -2.96073, 2.63220)
C (-4.10385, 3.72193, 2.71456)
C (-4.01193, -1.87107, -2.76497)
C (-4.56748, -0.68641, 0.22535)
H (-2.23068, -2.33662, -0.71122)
C (-5.09431, -3.91325, -1.87801)
H (-1.53579, 5.59482, -1.51869)
H (-0.12099, -3.75979, 1.01143)
C (3.18733, 2.00100, 2.39339)
H (-4.81799, 3.77014, -1.73036)
C (4.03899, 3.11336, 2.35768)
H (1.14061, -2.85903, 0.13357)
H (-6.92099, -2.66848, -0.78928)
H (-3.50087, -2.48810, -3.51606)
C (-6.86653, -0.91982, 0.39746)
H (-0.85569, 1.12824, -0.30752)
C (-1.74224, 1.71903, -0.55469)
H (-8.98003, -1.18891, 0.12749)
C (-5.79556, -0.08367, 0.75456)
H (-3.09658, -3.69947, 0.04863)
C (3.11169, 1.22595, 3.55458)
H (-5.10650, 1.44789, -1.08238)
H (-4.97589, -1.55228, -3.18370)
H (-4.09733, 0.08346, 4.11031)
C (-2.91822, -3.16947, -0.89760)
H (-2.16136, -0.70321, 4.19743)
C (-5.10063, 3.31664, 3.61347)
C (0.83463, -4.17513, 4.35462)
C (-4.11549, 1.88976, -0.97793)
H (-2.44302, -0.75266, 0.52281)
H (2.15804, -2.48513, 3.94520)
N (-0.19621, -0.66180, 3.55021)
C (0.97522, -0.77917, 1.60744)
H (-3.26867, 5.88468, -1.20613)
N (0.63069, -2.06051, 1.98003)
H (5.50694, 4.29522, 3.42910)
C (4.82807, 2.59713, 4.59172)
O (1.17570, -0.38499, 0.45700)
C (3.97684, 1.48998, 4.62924)
C (-4.99906, -1.83704, -0.49745)
C (-8.19483, -0.52503, 0.49482)
H (4.07277, 3.73226, 1.46012)
H (-0.60033, 3.49003, -0.98827)
H (-1.41865, 0.76197, 1.59468)
C (-3.95473, 3.20525, -1.37272)
C (-3.04332, 1.14691, -0.40123)
H (0.99494, -2.18018, 5.25633)
H (5.47932, 2.81194, 5.44155)
H (-0.65496, -5.05401, 3.00104)
C (-1.59227, 3.03723, -0.95783)
H (-1.22394, -4.82846, 4.65689)
H (3.96684, 0.82519, 5.49650)
C (0.07976, -2.09583, 3.31226)
C (-8.45288, 0.74272, 1.03448)
H (-2.72542, 5.36377, -2.81061)
H (-3.41302, -0.97268, -2.57131)
H (0.54043, 1.11067, 2.61624)
C (-6.06168, 1.18457, 1.24297)
C (0.85284, 0.08662, 2.84934)
H (1.52676, -4.73123, 3.70598)
C (-2.54904, 5.24200, -1.73221)
H (-7.60557, 2.58821, 1.78846)
H (2.58875, 1.72697, 1.52107)
C (1.13181, -2.67349, 4.28144)
H (1.57590, -3.88908, 1.51612)

Cartesian forces (eV/Å) of the 6 atoms listed first:
C -0.157 -0.455 0.100
N -0.004 -0.089 0.191
C 0.262 -0.733 0.104
C -0.254 -0.197 0.010
H -0.005 -0.406 0.206
H 0.217 0.172 -0.360

Its LUMO energy is -4.9 eV. The calculation puts the frontier orbital gap at 5.46 eV. Its HOMO energy is -10.3 eV. Its charge is +1. The value obtained for the energy above the lowest of the compared OMol25 structures with the same formula, charge and spin is 141.0 kJ/mol. The calculation puts the electronic energy at -51880.907 eV.

=====

[2]
Molecular formula: C43H48N3O4P3S3Zn
Method: DFT, ωB97M-V/def2-TZVPD

Geometry (Å):
H (1.77426, -2.34726, 6.57302)
H (3.40037, -2.33213, 5.84547)
H (2.52866, -1.13067, 1.30603)
C (-2.09352, -4.10200, -3.05187)
H (4.51462, 2.50310, -1.96248)
H (-2.69832, 1.00374, 0.41504)
H (0.62652, -2.55430, 4.26742)
C (1.00466, 0.67533, 6.70182)
N (-3.85040, -5.76554, -3.29254)
H (-2.04651, -1.69475, 3.90231)
C (2.37642, -2.45284, 2.99407)
H (3.48880, 2.50643, -3.41796)
H (0.52050, 4.01489, 6.40855)
C (4.07666, 0.39216, 3.69453)
N (0.82089, -0.57806, 2.44174)
C (-2.83109, -3.23768, -2.25522)
H (-3.43914, 6.15921, -0.51488)
C (3.87897, 1.89928, -2.60481)
C (1.35737, -3.22866, 3.81815)
H (-1.13440, 0.31094, 4.35460)
C (0.64549, 0.03939, -4.63034)
S (-2.18079, 0.95081, -2.28744)
C (-3.18451, 5.16309, -0.85493)
H (3.01868, -3.46319, 7.14726)
C (-2.67544, -5.28922, -3.77378)
C (2.61889, -2.96465, 6.26622)
H (4.44301, 1.05840, -3.00898)
H (-0.14389, -4.49167, -3.84598)
H (2.42394, -2.18796, -0.83381)
H (-1.36613, -5.42900, 0.74804)
C (-1.52082, -4.61160, 1.44160)
H (6.04322, -0.04627, 4.42126)
C (3.22200, -1.65914, -1.36226)
C (-2.77561, 1.66688, 4.21268)
P (-0.65442, -0.59447, 1.49413)
C (-1.79757, 0.53924, 2.32006)
H (0.92298, 3.46080, 4.03295)
N (-0.88757, -1.92219, -1.80010)
C (-1.63478, 3.28748, -0.84500)
C (3.29984, 0.79288, 2.60884)
H (3.06842, -3.15893, 2.52596)
C (-1.89031, -2.50439, 3.20398)
C (-1.84104, 0.78679, 3.69114)
S (-0.12919, 2.64658, -0.18730)
H (5.79534, 1.21316, 0.33845)
H (7.14694, 0.44335, 2.26539)
C (0.73291, 2.99291, 6.12194)
C (0.74841, 1.99067, 7.07876)
H (-4.95628, 4.92017, -2.05421)
C (-2.49794, 2.59136, -1.71026)
H (-3.89670, -3.35301, -2.10919)
O (1.56464, 0.76674, -3.79534)
H (0.86718, -2.53150, -2.68950)
H (3.60770, 0.19112, 4.65207)
H (2.98181, -1.81444, 3.64424)
O (2.79775, 1.43633, -1.78107)
Zn (-0.39186, 0.48570, -0.95574)
C (-1.11895, -3.32929, 1.09308)
H (-2.75167, -3.95522, 4.52054)
H (-0.35321, 0.04798, -4.19147)
C (1.24424, 0.37296, 5.37219)
H (-0.64496, -3.16817, 0.13522)
H (0.62476, 0.56240, -5.58194)
O (-2.10906, -5.78052, -4.72783)
H (-4.40142, 2.99840, 3.78160)
C (-0.18575, -2.75366, -2.57260)
C (-2.71957, 1.17238, 1.48678)
C (-2.00866, 4.57086, -0.43098)
C (-3.68383, 3.19905, -2.12788)
P (1.76734, 0.33038, -2.27185)
H (1.00324, -0.97922, -4.78212)
C (-2.10805, -4.84141, 2.67539)
H (3.35310, 1.47623, 0.57514)
C (3.94049, 1.10591, 1.40812)
H (1.20133, -2.25288, 1.21432)
C (1.74384, -1.59812, 1.90291)
H (1.40557, -0.65371, 5.06734)
H (-4.26199, -5.42982, -2.44242)
H (0.55524, 2.22817, 8.11717)
H (-4.34699, 2.54934, 1.34090)
H (-2.78683, 1.86281, 5.27741)
C (-1.28969, -2.25790, 1.96897)
H (-1.34880, 5.10194, 0.24378)
C (-0.73982, -3.84583, -3.21669)
C (6.07289, 0.54157, 2.35856)
S (2.08758, -4.24880, 5.11920)
C (5.45228, 0.26499, 3.56943)
H (-4.33797, 2.64870, -2.79308)
C (-3.65889, 2.04819, 2.00944)
P (1.48451, 1.07143, 2.61634)
C (-2.18924, -2.16732, -1.65451)
C (0.96921, 2.68346, 4.78769)
H (3.95834, -2.37649, -1.71564)
C (-3.68129, 2.30113, 3.37220)
C (-4.03174, 4.47246, -1.71200)
C (5.31469, 0.96830, 1.27806)
H (-2.42196, -5.83954, 2.95262)
C (1.23093, 1.37451, 4.40248)
C (-2.29389, -3.78313, 3.55502)
H (-4.25218, -6.56644, -3.74908)
H (3.70115, -0.95605, -0.67356)
H (1.01148, -0.11053, 7.44772)
H (0.79324, -3.91893, 3.18590)
O (2.71066, -0.98539, -2.51217)
H (-2.73869, -1.46955, -1.03443)

Cartesian forces (eV/Å) of the 6 atoms listed first:
H -0.004 -0.027 0.009
H -0.002 -0.004 -0.015
H 0.024 -0.019 0.024
C 0.020 0.056 0.021
H 0.001 0.000 -0.003
H 0.000 -0.008 0.039

Its LUMO energy is -0.2 eV. The calculation puts the frontier orbital gap at 6.26 eV. Its HOMO energy is -6.4 eV. The value obtained for the energy above the lowest of the compared OMol25 structures with the same formula, charge and spin is 62.7 kJ/mol. The calculation puts the electronic energy at -166824.774 eV.

=====

[3]
Molecular formula: C43H48NOSi
Method: DFT, ωB97M-V/def2-TZVPD

Geometry (Å):
H (-3.83305, -2.59697, -3.32681)
H (-1.20643, -0.54299, -6.07180)
C (1.60626, -2.38423, 0.49264)
C (0.24725, 1.02515, 3.48341)
C (-2.64115, -1.55730, -4.80982)
H (1.00453, 4.18012, 2.42652)
C (0.81105, 2.30433, 3.48653)
C (7.39660, -0.65211, -3.28511)
H (-5.44427, 0.90132, 1.43834)
C (3.72383, 0.24237, -3.63654)
C (-0.58826, 0.62655, 2.43569)
H (-1.33464, 4.05062, -2.32934)
H (-0.47471, 3.45896, 0.54465)
H (-2.34437, -2.98822, 1.23161)
H (-4.27193, -2.45353, 4.00516)
H (1.44458, 2.59684, 4.32478)
C (-0.24653, -1.03751, -0.37186)
H (-6.21384, -1.25839, 0.42521)
H (2.26234, -3.69125, 2.09720)
H (5.35579, -0.13825, -4.99452)
H (-0.71552, -2.34507, 6.44860)
H (0.49031, -0.29410, -4.25773)
H (-1.55709, 1.24010, 0.60472)
C (5.03384, -0.08865, -3.95105)
C (0.25488, 4.33688, -3.76432)
C (-2.57516, -0.90119, 1.77203)
O (-1.37794, -1.18352, 3.82243)
H (-3.05228, -3.54804, 4.70253)
H (-0.62776, -0.58357, 6.67483)
C (2.11292, 2.79510, -3.59752)
C (1.09304, -2.01576, 2.86481)
Si (-2.43588, -1.18942, 5.10130)
H (0.43134, 0.34370, 4.31795)
H (-4.60845, -3.17429, 0.26632)
C (-4.30486, -2.22980, 0.72147)
C (3.31540, 0.38890, -2.27850)
H (1.98472, 4.38033, -5.04731)
H (-2.17881, -2.27527, -1.51047)
C (-1.41781, -0.92292, -5.07170)
C (-0.46718, -0.78236, -4.06616)
H (3.10291, -2.13227, 2.03990)
H (-4.16256, 0.47183, 4.44305)
H (0.07075, 5.71692, -5.38241)
H (1.70454, 0.75814, -0.87960)
H (7.58148, -1.73516, -3.28572)
H (1.43800, -1.05368, 3.25990)
C (-0.26892, 2.78738, 1.37947)
C (-0.85964, 1.52073, 1.39557)
C (-3.33892, 0.43247, 5.16766)
H (2.35291, -1.93959, -0.17646)
H (7.65021, -0.26839, -4.27921)
C (-0.35528, 5.54993, -4.38863)
N (0.44966, -1.52176, 0.68552)
C (-1.97253, -1.88772, -2.51158)
C (5.97147, -0.34126, -2.94081)
C (-0.38764, 3.66247, -2.71310)
H (-0.16297, 6.45409, -3.79688)
H (3.00194, 0.42534, -4.43641)
C (-1.20793, -0.78623, 2.47283)
C (-3.00887, -2.12136, 1.24005)
H (-3.76186, 0.55474, 6.17563)
H (-0.61943, -2.80881, 1.92141)
H (1.29131, -3.34481, 0.04210)
C (-1.31573, -1.43265, 6.56542)
H (-2.66229, 1.27480, 4.97163)
C (4.24608, 0.00217, -1.27073)
H (-3.14751, 1.11083, 2.31538)
C (2.13029, -2.61907, 1.91768)
C (-4.77080, 0.04658, 1.36601)
H (0.84294, -2.65743, 3.71645)
H (-4.22489, -2.72718, 5.76728)
C (-2.90323, -2.06172, -3.52938)
H (-1.24302, -0.64494, -0.15398)
C (-3.46565, 0.17267, 1.85387)
C (0.56052, 3.18351, 2.43031)
C (0.16170, 2.51082, -2.17603)
H (3.93067, 0.02997, -0.22371)
C (-5.19214, -1.15622, 0.79855)
H (1.26983, -1.21000, -1.90453)
C (-0.14662, -1.80540, 1.97072)
H (8.08295, -0.20591, -2.55588)
C (2.02574, 0.91590, -1.91369)
H (-1.44057, 5.44479, -4.48116)
C (-3.60708, -2.61351, 4.86404)
H (-0.38215, 1.93258, -1.42512)
H (-3.38088, -1.67107, -5.60211)
C (0.21680, -1.05112, -1.67373)
C (1.44602, 2.04275, -2.57802)
H (6.27988, -0.55971, -0.81955)
H (3.12578, 2.52893, -3.89973)
C (-0.73795, -1.23280, -2.75406)
C (1.49673, 3.87165, -4.21116)
H (-1.90698, -1.52159, 7.48714)
C (5.55214, -0.32717, -1.60232)

Cartesian forces (eV/Å) of the 6 atoms listed first:
H 0.254 0.212 -0.076
H -0.071 -0.115 0.245
C 0.212 -0.312 0.004
C -0.045 0.348 -0.009
C 0.206 -0.017 0.203
H -0.124 -0.283 0.026

Its LUMO energy is -4.9 eV. The calculation puts the frontier orbital gap at 4.77 eV. Its HOMO energy is -9.6 eV. Its charge is +1. The calculation puts the electronic energy at -56780.238 eV.

=====

[4]
Molecular formula: C43H49AuBN5O5S2Si
Method: DFT, ωB97M-V/def2-TZVPD

Geometry (Å):
H (-3.75175, 0.29134, 2.25930)
H (0.08136, -3.59911, -3.84944)
C (0.00479, -0.31637, 5.10623)
C (-2.89814, -1.44696, -4.46287)
C (1.22407, -0.33806, 3.06680)
C (-6.23265, -1.25766, 0.40080)
C (4.41297, -3.48459, 3.64300)
C (4.59895, 0.30531, -0.04896)
H (-4.49094, 1.74738, 0.43975)
H (-6.54199, -1.30564, -0.64720)
S (-2.27800, 3.00121, 0.07977)
H (0.14244, -6.24204, -1.19006)
C (-2.50725, 4.75705, 0.48106)
C (-4.09576, -3.85904, -0.34625)
H (-5.45585, 0.04882, 2.69010)
H (-4.65619, -3.67805, -1.26032)
H (-3.50413, 5.02943, 0.13365)
C (-5.31412, 1.08374, 0.16222)
H (2.66201, 0.00087, 5.99614)
H (-4.13506, -0.94409, -6.14868)
H (-6.03808, -2.27647, 0.74445)
H (-1.60554, 5.64380, -1.27592)
H (3.17453, -0.92812, -0.26775)
H (-6.02587, -0.18863, -4.74057)
C (-4.05870, -0.98087, -5.06800)
N (3.02627, -5.08415, 2.56059)
C (5.73745, 2.86046, -0.01015)
N (0.23885, 2.08517, -0.05227)
C (-2.62010, -3.08328, 1.37950)
C (6.53805, 1.72752, 0.12132)
N (2.05318, -3.24337, 3.71126)
C (-1.13886, -0.02331, 4.37947)
C (3.27072, -2.81193, 4.06458)
C (1.99881, -4.33851, 2.96184)
H (2.14901, -0.43434, 2.50305)
O (4.12596, -0.96385, -0.05742)
B (0.28082, -2.21561, -0.58586)
Au (-0.16267, -0.26423, -0.11119)
H (-6.22818, 1.44705, 0.65426)
C (2.32317, -3.07436, -2.67012)
Si (-3.49509, -1.02974, -0.39404)
C (-5.11663, -0.55539, -4.27692)
O (-2.21242, -0.11665, 0.01823)
H (-2.06491, -1.78283, -5.07301)
C (1.66030, -3.75697, -1.47856)
C (3.38459, -1.65777, 4.98367)
H (-1.88584, 0.35170, 2.37798)
C (3.78136, 1.44805, -0.16986)
C (-5.00909, -0.35781, 0.60568)
C (2.46984, -0.71608, 5.20158)
H (-2.45885, 4.87001, 1.56322)
C (-0.15796, -4.44503, -3.20431)
C (2.53465, -4.88130, -0.97888)
H (0.39784, -5.32303, -3.53978)
C (-1.42715, 5.56346, -0.20512)
H (-2.09578, 0.10234, 4.87062)
C (2.30825, 1.31109, -0.30824)
C (-0.30918, -5.29801, -0.88014)
H (-2.07932, -4.52519, 2.88199)
C (-1.03445, 0.11548, 3.00881)
H (6.18554, 3.84585, -0.01143)
H (-5.45401, 1.16857, -0.91784)
H (6.58410, -0.42464, 0.20874)
C (-3.37738, -2.80915, 0.23305)
H (-4.65164, -5.93305, -0.24491)
H (-7.07953, -0.86610, 0.98151)
C (1.21565, -0.48865, 4.45000)
H (-0.06944, -5.10835, 0.16899)
H (5.39785, -3.12209, 3.90868)
N (1.59035, 2.34757, -0.06873)
H (1.00793, -4.67282, 2.66380)
C (-0.53538, 3.09880, 0.01097)
C (4.23432, -4.63485, 2.89812)
S (0.15762, 4.72366, 0.05388)
C (-5.01357, -0.59036, -2.88969)
C (4.37245, 2.71273, -0.14467)
H (-3.43826, -6.33548, 1.87966)
H (5.07742, -5.23476, 2.57148)
C (0.17285, -4.15436, -1.75436)
H (3.26344, -2.63480, -2.33244)
H (2.52765, -3.78334, -3.47310)
H (2.18127, -5.29226, -0.03640)
H (-0.04487, -0.42022, 6.18457)
O (1.53067, -2.71646, -0.45706)
H (2.56977, -5.67164, -1.73288)
C (-4.62367, -0.34786, 2.09050)
C (5.97504, 0.46691, 0.11000)
C (-3.40173, -5.36014, 1.40822)
H (4.30514, -1.63060, 5.55785)
H (7.61183, 1.82990, 0.22618)
C (-4.10346, -5.12589, 0.23088)
H (3.72426, 3.57423, -0.23945)
O (-0.55182, -2.95761, -1.34163)
H (3.54476, -4.50129, -0.81447)
O (1.84409, 0.12400, -0.66356)
H (-1.89378, -1.84693, -2.61514)
H (-2.00694, -2.29210, 1.80793)
H (-4.39368, -1.35344, 2.45386)
H (-5.86400, -0.26018, -2.30654)
C (-2.64560, -4.34061, 1.97452)
N (0.13207, -0.03554, 2.36705)
C (-2.79843, -1.47640, -3.07668)
H (-1.33669, 6.56158, 0.22235)
H (1.69405, -2.26445, -3.04777)
H (-1.38997, -5.36674, -0.96478)
C (-3.85299, -1.04342, -2.25432)
H (-1.22786, -4.64210, -3.29025)

Cartesian forces (eV/Å) of the 6 atoms listed first:
H -0.231 -0.055 -0.002
H -0.002 -0.081 0.011
C -0.041 0.013 0.048
C 0.020 -0.020 0.057
C -0.260 0.204 -0.126
C -0.032 0.112 0.088

Its LUMO energy is -0.5 eV. The calculation puts the frontier orbital gap at 7.31 eV. Its HOMO energy is -7.8 eV. The value obtained for the energy above the lowest of the compared OMol25 structures with the same formula, charge and spin is 0.0 kJ/mol. The calculation puts the electronic energy at -96994.900 eV.